No. 1
Entry from the OMol25 dataset: 9 unconnected molecules or ions with the total composition C30H83N5O11 (wB97M-V/def2-TZVPD).

Structure (ORCA input):
```
! RIJCOSX wB97M-V def2-TZVPD def2/J DEFGRID3
* xyz 0 1
C -4.019 -6.004 -1.237
O -2.937 -5.799 -0.365
C -1.907 -4.951 -0.871
C -0.609 -5.196 -0.115
C -0.747 -5.089 1.443
N 0.427 -4.260 -0.627
H -4.753 -5.199 -1.245
H -4.444 -6.954 -0.912
H -3.577 -6.094 -2.229
H -1.742 -5.130 -1.933
H -2.202 -3.902 -0.881
H -0.143 -6.132 -0.425
H -1.597 -5.721 1.699
H -1.007 -4.090 1.793
H 0.161 -5.477 1.904
H 0.431 -4.053 -1.615
H 0.414 -3.362 -0.165
C -0.559 4.956 -3.329
O 0.609 4.187 -3.315
C 1.793 5.055 -3.275
C 3.094 4.222 -2.878
C 3.089 3.834 -1.365
N 4.342 4.884 -3.112
H -1.487 4.390 -3.406
H -0.581 5.570 -4.229
H -0.751 5.446 -2.374
H 1.847 5.473 -4.281
H 1.694 5.890 -2.581
H 3.127 3.331 -3.506
H 3.817 3.097 -1.025
H 2.173 3.323 -1.067
H 3.230 4.751 -0.792
H 5.027 4.352 -2.594
H 4.577 4.793 -4.091
C 5.317 -0.219 3.627
O 3.874 -0.120 3.879
C 3.382 1.235 3.844
C 1.900 1.190 4.183
C 1.124 2.517 4.132
N 1.749 0.696 5.522
H 5.536 0.169 2.632
H 5.556 -1.280 3.557
H 5.942 0.281 4.366
H 3.935 1.837 4.565
H 3.577 1.656 2.858
H 1.559 0.429 3.480
H 0.893 2.653 3.075
H 1.767 3.275 4.579
H 0.245 2.583 4.773
H 2.032 1.401 6.188
H 2.342 -0.098 5.715
C -5.404 -1.165 4.367
O -4.728 -0.929 3.198
C -3.369 -0.852 3.470
C -2.755 -0.451 2.166
C -2.780 -1.599 1.160
N -1.426 0.108 2.241
H -6.404 -1.562 4.195
H -5.512 -0.371 5.105
H -4.923 -1.938 4.967
H -3.227 -0.078 4.224
H -3.003 -1.804 3.855
H -3.406 0.286 1.695
H -2.476 -1.338 0.147
H -3.777 -1.982 0.941
H -2.150 -2.390 1.567
H -1.555 0.747 3.013
H -0.881 -0.587 2.730
C 3.813 -0.208 -3.402
O 2.558 -0.843 -3.622
C 2.709 -2.289 -3.750
C 1.494 -2.897 -4.440
C 1.291 -2.318 -5.858
N 0.285 -2.729 -3.593
H 3.641 0.835 -3.139
H 4.452 -0.131 -4.282
H 4.471 -0.705 -2.688
H 3.620 -2.452 -4.326
H 2.936 -2.663 -2.752
H 1.637 -3.978 -4.441
H 2.229 -2.331 -6.413
H 0.829 -1.333 -5.786
H 0.599 -2.870 -6.494
H 0.228 -1.784 -3.240
H -0.421 -2.754 -4.315
C -0.533 4.462 0.611
C -1.957 4.799 0.432
C -2.787 3.557 0.536
O -2.320 5.786 1.389
H 0.136 5.282 0.872
H -0.118 3.958 -0.262
H -0.464 3.755 1.437
H -2.052 5.139 -0.599
H -3.094 3.315 1.554
H -2.266 2.734 0.045
H -3.732 3.744 0.027
H -1.592 6.405 1.480
C -0.171 0.244 -1.400
C 0.855 -0.696 -0.685
C 1.929 0.007 0.168
O 0.104 -1.470 0.227
H 0.436 0.776 -2.133
H -0.654 1.020 -0.806
H -1.023 -0.295 -1.815
H 1.283 -1.422 -1.376
H 2.481 -0.847 0.559
H 1.456 0.677 0.886
H 2.560 0.582 -0.510
H -0.557 -0.889 0.611
O -3.537 0.002 -5.033
C -3.208 0.496 -3.744
C -3.941 1.670 -3.144
O -5.275 1.359 -2.834
H -3.445 0.741 -5.638
H -3.280 -0.344 -3.053
H -2.149 0.753 -3.710
H -3.886 2.371 -3.976
H -3.258 1.956 -2.344
H -5.839 1.497 -3.599
O -0.145 -1.307 4.362
C 0.814 -2.001 3.542
C 1.749 -2.939 4.326
O 2.574 -2.234 5.250
H 0.307 -0.643 4.886
H 0.223 -2.642 2.888
H 1.376 -1.417 2.813
H 2.456 -3.458 3.679
H 1.202 -3.694 4.891
H 3.234 -1.782 4.720
*
```

Computed properties:
ΔE to the lowest compared entry with this formula, charge and spin = 5.745 eV
electronic energy = -2294.0126 a.u.
HOMO level = -0.2950 Ha
SMILES = COC[C@H](C)N.COC[C@H](C)N.COC[C@H](C)N.COC[C@H](C)N.COC[C@H](C)N.CC(C)O.CC(C)O.OCCO.OCCO

No. 2
Entry from the OMol25 dataset: a gas-phase ion, C8H11N3 (charge +2) (wB97M-V/def2-TZVPD).

Structure (ORCA input):
```
! RIJCOSX wB97M-V def2-TZVPD def2/J DEFGRID3
* xyz 2 3
C 2.302 1.379 0.126
C 3.094 0.220 -0.047
C 0.871 1.391 0.235
C 2.373 -1.034 -0.126
C 0.312 0.135 -0.040
C -0.940 -1.732 0.002
C -1.924 0.487 1.157
C -1.929 0.073 -1.210
N 0.237 -2.139 -0.067
N 1.101 -1.033 -0.125
N -1.122 -0.241 0.002
H 2.769 2.329 0.205
H 4.190 0.336 -0.122
H 0.261 2.278 0.570
H 2.810 -2.056 -0.147
H -1.664 -2.512 0.248
H -2.783 -0.326 1.363
H -1.242 0.717 2.017
H -2.328 1.361 0.666
H -1.917 1.189 -1.566
H -1.504 -0.563 -2.001
H -2.966 -0.259 -1.139
*
```

Computed properties:
ΔE to the lowest compared entry with this formula, charge and spin = 4.157 eV
electronic energy = -474.8186 a.u.
HOMO level (spin up / spin down) = -0.5683 / -0.7172 Ha

No. 3
Entry from the OMol25 dataset: a molecular structure, C22H24N3O2P2PdSe (wB97M-V/def2-TZVPD).

Structure (ORCA input):
```
! RIJCOSX wB97M-V def2-TZVPD def2/J DEFGRID3
* xyz 3 5
Pd 0.192 -0.364 0.098
O -3.292 -2.428 -1.477
C -2.332 -1.946 -0.962
O -1.833 -0.823 -0.873
C -1.426 -3.042 -0.127
C -1.830 -4.361 -0.115
C -1.058 -5.240 0.640
C 0.040 -4.759 1.335
C 0.361 -3.412 1.248
N -0.370 -2.576 0.510
H -2.706 -4.675 -0.663
H -1.329 -6.287 0.678
H 0.650 -5.420 1.933
H 1.211 -2.996 1.777
C 3.316 -0.079 2.230
P 2.449 0.360 0.681
C 2.675 2.173 0.543
C 3.502 -0.250 -0.693
C 4.880 -0.324 -0.509
C 5.710 -0.653 -1.569
C 5.171 -0.926 -2.818
C 3.801 -0.864 -3.012
C 2.958 -0.549 -1.950
P 1.145 -0.598 -2.227
C 0.791 0.523 -3.620
C 0.834 -2.277 -2.881
H 4.175 0.574 2.392
H 3.653 -1.115 2.197
H 2.638 0.039 3.077
H 3.744 2.387 0.490
H 2.253 2.674 1.414
H 2.199 2.565 -0.358
H 5.314 -0.111 0.454
H 6.779 -0.670 -1.424
H 5.816 -1.201 -3.640
H 3.393 -1.075 -3.989
H 1.242 0.135 -4.536
H 1.174 1.524 -3.427
H -0.289 0.579 -3.759
H 1.427 -2.438 -3.781
H -0.220 -2.372 -3.138
H 1.101 -3.030 -2.141
Se -0.146 1.275 3.389
N -1.077 0.662 1.979
C -2.337 0.464 2.355
C -3.449 0.135 1.552
C -4.657 -0.178 2.136
C -4.850 -0.041 3.522
C -3.819 0.368 4.339
C -2.568 0.695 3.777
N -1.509 1.136 4.419
H -3.366 0.247 0.478
H -5.481 -0.500 1.519
H -5.823 -0.255 3.944
H -3.923 0.367 5.418
*
```

Computed properties:
ΔE to the lowest compared entry with this formula, charge and spin = 1.410 eV
electronic energy = -4378.3991 a.u.
HOMO level (spin up / spin down) = -0.6028 / -0.6372 Ha

No. 4
Entry from the OMol25 dataset: a molecular structure, C5H6N2 (wB97M-V/def2-TZVPD).

Structure (ORCA input):
```
! RIJCOSX wB97M-V def2-TZVPD def2/J DEFGRID3
* xyz 0 1
N -0.507 0.059 2.632
C 0.083 -0.285 1.636
C -0.854 -0.411 0.517
C -0.793 0.815 -0.390
C 0.346 0.263 -1.232
C 1.396 -0.483 -0.556
N 0.331 -1.201 -0.806
H -1.757 -0.998 0.640
H -0.614 1.746 0.156
H -1.693 0.927 -0.999
H 0.404 0.486 -2.297
H 1.199 -0.241 1.217
H 2.459 -0.678 -0.519
*
```

Computed properties:
ΔE to the lowest compared entry with this formula, charge and spin = 6.623 eV
electronic energy = -303.3927 a.u.
HOMO level (spin up / spin down) = -0.3277 / -0.3094 Ha

No. 5
Entry from the OMol25 dataset: 2 unconnected molecules or ions with the total composition C9H12NS (wB97M-V/def2-TZVPD).

Structure (ORCA input):
```
! RIJCOSX wB97M-V def2-TZVPD def2/J DEFGRID3
* xyz 1 3
C 1.182 -2.085 -0.257
C -1.260 -0.861 -0.200
C 2.355 -1.707 -0.619
C 0.226 -0.905 -0.383
C 0.915 0.173 -0.697
C -0.005 1.709 -0.790
C -1.912 0.384 -0.313
C -1.365 1.605 -0.645
C 0.819 2.814 -1.159
N -0.699 -1.233 2.536
S 2.558 -0.049 -1.049
H 0.822 -3.162 -0.042
H -1.806 -1.799 -0.389
H 3.258 -2.292 -0.695
H -3.009 0.201 -0.365
H -1.218 -1.240 1.067
H -2.086 2.442 -0.874
H 1.923 2.529 -1.380
H 0.914 3.447 -0.332
H 0.176 3.332 -1.848
H -1.026 -0.310 2.776
H 0.319 -1.224 2.329
H -1.081 -1.771 3.329
*
```

Computed properties:
ΔE to the lowest compared entry with this formula, charge and spin = 0.739 eV
electronic energy = -802.6295 a.u.
HOMO level (spin up / spin down) = -0.3774 / -0.4840 Ha

No. 6
Entry from the OMol25 dataset: 2 unconnected molecules or ions with the total composition C9H13NO (wB97M-V/def2-TZVPD).

Structure (ORCA input):
```
! RIJCOSX wB97M-V def2-TZVPD def2/J DEFGRID3
* xyz 0 1
C 3.646 1.487 0.319
C 2.229 0.838 -0.009
C 2.083 -0.647 0.388
C 1.090 1.744 -0.306
C 1.615 1.224 -1.365
H 4.396 0.756 -0.036
H 3.862 1.446 1.386
H 3.595 2.495 -0.123
H 1.302 -1.105 -0.211
H 1.618 -0.776 1.491
H 3.021 -1.242 0.255
H 0.251 2.084 0.140
H 1.767 1.307 -2.433
C -3.443 -2.539 -0.110
C -2.946 -1.041 -0.060
C -1.726 -0.407 0.255
C -2.038 0.944 0.243
O -3.338 1.108 -0.181
N -3.833 -0.150 -0.400
H -3.386 -2.855 -1.194
H -2.948 -3.146 0.558
H -4.512 -2.531 0.261
H -0.740 -0.807 0.422
H -1.563 1.810 0.709
*
```

Computed properties:
ΔE to the lowest compared entry with this formula, charge and spin = 6.160 eV
electronic energy = -480.5309 a.u.
HOMO level = -0.3487 Ha
SMILES = CC1(C)C=C1.Cc1ccon1

No. 7
Entry from the OMol25 dataset: a single C21H31N3O4 molecule (wB97M-V/def2-TZVPD).

Structure (ORCA input):
```
! RIJCOSX wB97M-V def2-TZVPD def2/J DEFGRID3
* xyz 0 1
C -1.640 -1.937 0.584
O -1.215 -0.676 1.047
C -2.126 0.154 1.633
C -3.417 -0.235 1.974
C -4.263 0.641 2.631
C -3.829 1.908 2.971
C -2.552 2.304 2.611
C -1.696 1.460 1.921
C -0.343 1.960 1.460
N -0.281 2.442 0.091
C -0.957 3.679 -0.208
C -2.469 3.527 -0.433
N -2.734 2.356 -1.239
C -1.907 1.319 -1.448
O -2.279 0.327 -2.057
C -0.477 1.443 -0.935
C 0.482 1.669 -2.135
C 1.747 0.857 -1.918
O 2.760 1.368 -1.479
N 1.668 -0.469 -2.189
C 0.557 -1.104 -2.865
C 2.838 -1.290 -1.950
C 2.672 -2.217 -0.739
C 3.940 -3.045 -0.521
C 3.786 -3.903 0.736
O 3.521 -3.124 1.877
C 2.335 -2.377 1.736
C 2.387 -1.426 0.539
H -0.761 -2.389 0.127
H -1.986 -2.574 1.404
H -2.425 -1.835 -0.170
H -3.771 -1.224 1.734
H -5.262 0.320 2.888
H -4.478 2.584 3.506
H -2.206 3.296 2.871
H -0.026 2.786 2.102
H 0.395 1.158 1.549
H -0.509 4.086 -1.120
H -0.777 4.389 0.600
H -2.994 3.433 0.525
H -2.857 4.409 -0.952
H -3.685 2.225 -1.558
H -0.231 0.473 -0.500
H -0.007 1.402 -3.071
H 0.776 2.717 -2.169
H 0.621 -2.179 -2.707
H 0.600 -0.917 -3.944
H -0.407 -0.764 -2.492
H 3.672 -0.608 -1.770
H 3.052 -1.884 -2.845
H 1.835 -2.905 -0.921
H 4.789 -2.373 -0.389
H 4.137 -3.688 -1.381
H 4.709 -4.445 0.953
H 2.973 -4.633 0.586
H 2.221 -1.822 2.669
H 1.478 -3.063 1.625
H 1.438 -0.897 0.464
H 3.178 -0.690 0.691
*
```

Computed properties:
ΔE to the lowest compared entry with this formula, charge and spin = 1.869 eV
electronic energy = -1284.0545 a.u.
HOMO level = -0.3056 Ha
SMILES = COc1ccccc1CN1CCNC(=O)[C@H]1CC(=O)N(C)CC1CCOCC1

No. 8
Entry from the OMol25 dataset: a gas-phase ion, C4H12N3P (charge +2) (wB97M-V/def2-TZVPD).

Structure (ORCA input):
```
! RIJCOSX wB97M-V def2-TZVPD def2/J DEFGRID3
* xyz 2 1
C 1.768 -0.508 -0.460
C -0.103 -0.203 1.862
C 0.138 0.820 -1.736
C -1.906 -0.244 0.300
N 0.576 -1.083 0.003
N 1.581 0.778 -1.387
N -1.434 -0.620 1.603
P -0.728 -0.791 -1.019
H 2.591 -0.143 0.221
H 2.082 -1.340 -1.031
H 0.336 -0.827 2.605
H 0.184 0.773 1.498
H -0.125 1.762 -1.346
H -0.265 0.859 -2.727
H -2.768 -0.761 0.141
H -2.128 0.770 0.382
H 1.634 1.639 -0.877
H 2.373 0.691 -2.000
H -1.714 -1.578 1.873
H -2.093 0.006 2.096
*
```

Computed properties:
ΔE to the lowest compared entry with this formula, charge and spin = 3.404 eV
electronic energy = -664.4305 a.u.
HOMO level (spin up / spin down) = -0.6326 / -0.6326 Ha

> Which of these has the highest electronic energy?

C5H6N2

> Among the records above, which one has the highest ΔE to the lowest compared entry with this formula, charge and spin?

C5H6N2

> What is the ΔE to the lowest compared entry with this formula, charge and spin in the seventh record?

1.869 eV